[1]
DFT (the ωB97M-V functional and the def2-TZVPD basis) results for 2 unconnected molecules or ions with the total composition CH3ClO2PS in a non-equilibrium geometry.

Calculated values
M: 145.53 g/mol
Total charge: -1
E_HOMO: -5.34 eV
Maximum force: 3.0 eV Å⁻¹
DFT total energy: -37830.3019 eV
Gap between HOMO and LUMO: 7.479 eV

XYZ file:
```
9
Properties=species:S:1:pos:R:3:forces:R:3:mulliken_charge:R:1
C 2.3455 -1.3171 1.3439 1.4 0.9 0.6 -0.27
O -2.1926 1.5004 -0.1495 0.6 2.1 -1.0 -0.63
O -2.7615 -0.2060 1.6916 -0.4 0.0 -1.3 -0.67
P -2.6371 0.1817 0.2427 -1.5 -1.7 2.0 0.67
S 3.4114 -0.3184 0.6380 -0.8 -0.6 0.2 -0.21
Cl -1.3237 -1.2190 -0.5550 0.6 -0.6 -0.5 -0.35
H 1.8603 -2.1396 0.8801 -0.5 -0.4 -0.8 0.24
H -3.7881 -0.1969 -0.5855 0.7 0.1 0.8 -0.02
H 2.1833 -1.2676 2.4187 -0.2 0.2 0.0 0.24
```
Forces are in eV/Å.

[2]
DFT (the ωB97M-V functional and the def2-TZVPD basis) results for CH3ClO2Si in the gas phase in a non-equilibrium geometry.

Calculated values
M: 110.57 g/mol
E_HOMO: -10.25 eV
Maximum force: 2.4 eV Å⁻¹
DFT total energy: -25577.2388 eV
Gap between HOMO and LUMO: 10.828 eV

XYZ file:
```
8
Properties=species:S:1:pos:R:3:forces:R:3:mulliken_charge:R:1
Cl -1.4133 -2.1019 -0.8499 0.1 0.2 -0.1 -0.23
Si -0.0429 -0.8574 0.0527 -1.0 -0.2 2.1 0.47
C -0.9784 0.5813 0.8971 -0.1 0.0 2.4 -0.02
O -1.1012 0.7089 2.3964 -0.1 -0.9 -2.0 -0.26
O -0.3719 1.6262 1.5536 1.4 0.6 -0.1 -0.26
H 0.3535 -1.6522 1.3153 0.6 0.6 -1.3 -0.03
H 0.6953 -0.1161 -0.9592 0.7 -0.4 -0.1 -0.06
H -1.8619 0.9542 0.4693 -1.5 0.0 -0.8 0.39
```
Forces are in eV/Å.

[3]
DFT (the ωB97M-V functional and the def2-TZVPD basis) results for 2 unconnected molecules or ions with the total composition CH3ClO3 in a non-equilibrium geometry.

Calculated values
M: 98.48 g/mol
E_HOMO (spin up / spin down): -8.84 / -8.84 eV
Maximum force: 3.0 eV Å⁻¹
DFT total energy: -19747.8321 eV
Gap between HOMO and LUMO (spin up / spin down): 8.935 / 8.934 eV

XYZ file:
```
8
Properties=species:S:1:pos:R:3:forces:R:3:mulliken_charge:R:1
C 0.5348 -0.0421 -0.0660 -2.7 0.6 1.0 0.68
O 0.9882 -0.9526 0.7559 0.0 0.2 -0.6 -0.39
O -1.6408 0.2354 0.6056 2.3 -0.9 -1.2 -0.77
O 0.2945 -0.3689 -1.3177 0.3 -0.3 0.5 -0.40
Cl 1.0631 1.5471 0.3044 0.2 -0.1 -0.1 -0.09
H 0.6735 -1.8362 0.5039 -0.2 0.1 -0.1 0.35
H -1.6858 1.1090 0.9907 0.2 0.4 0.2 0.23
H -0.2275 0.3082 -1.7767 -0.1 0.0 0.4 0.39
```
Forces are in eV/Å.

[4]
DFT (the ωB97M-V functional and the def2-TZVPD basis) results for CH3ClO3S in the gas phase in a non-equilibrium geometry.

Calculated values
M: 130.55 g/mol
E_HOMO: -10.71 eV
Maximum force: 3.5 eV Å⁻¹
DFT total energy: -30584.2679 eV
Gap between HOMO and LUMO: 10.520 eV

XYZ file:
```
9
Properties=species:S:1:pos:R:3:forces:R:3:mulliken_charge:R:1
C -0.9075 -0.0545 0.0471 -1.3 -2.8 1.7 -0.03
O 1.6838 -1.6240 0.5442 -0.5 -1.5 1.1 -0.40
O -1.7988 1.0593 -0.0768 1.5 -1.0 -1.5 -0.48
O 0.2722 0.1882 -0.6513 2.4 -0.2 -0.6 -0.31
S 1.7886 -0.5561 -0.3661 -1.3 2.8 -1.1 0.65
Cl 2.6613 1.0371 0.7565 -0.2 -0.3 -0.3 -0.19
H -1.7150 1.3566 -1.0356 -0.3 -0.5 1.7 0.32
H -0.6567 -0.3112 1.1668 -0.8 1.0 -1.9 0.23
H -1.3280 -1.0953 -0.3847 0.3 2.4 0.7 0.21
```
Forces are in eV/Å.

[5]
DFT (the ωB97M-V functional and the def2-TZVPD basis) results for CH3ClOS in the gas phase in a non-equilibrium geometry.

Calculated values
M: 98.55 g/mol
E_HOMO: -9.33 eV
Maximum force: 3.5 eV Å⁻¹
DFT total energy: -26488.8760 eV
Gap between HOMO and LUMO: 9.625 eV

XYZ file:
```
7
Properties=species:S:1:pos:R:3:forces:R:3:mulliken_charge:R:1
O 0.2755 -0.8699 1.6242 0.2 -0.9 -1.8 -0.47
S 0.4377 -1.4116 -0.0260 -0.6 3.3 0.8 0.08
C -0.1988 0.4660 -0.8624 0.6 -2.6 -0.6 -0.43
Cl -1.5203 0.8826 0.1371 -0.6 1.0 0.9 -0.09
H 1.1074 -0.4350 1.8375 0.1 0.0 0.0 0.34
H 0.6497 1.2331 -0.9175 -1.4 -1.4 0.0 0.30
H -0.7511 0.1348 -1.7929 1.7 0.5 0.6 0.28
```
Forces are in eV/Å.

[6]
DFT (the ωB97M-V functional and the def2-TZVPD basis) results for CH3ClOS2 in the gas phase in a non-equilibrium geometry.

Calculated values
M: 130.62 g/mol
E_HOMO: -9.76 eV
Maximum force: 3.3 eV Å⁻¹
DFT total energy: -37325.1141 eV
Gap between HOMO and LUMO: 9.012 eV

XYZ file:
```
8
Properties=species:S:1:pos:R:3:forces:R:3:mulliken_charge:R:1
O -0.2666 0.4451 -0.8833 1.1 0.8 1.4 -0.43
C 0.0939 -0.6102 -0.0531 -0.8 -1.9 -2.6 -0.25
S -1.5903 -1.4885 0.5578 0.1 1.5 -1.3 -0.03
S -2.8670 -0.4966 -0.7685 -0.2 -0.5 1.9 -0.07
Cl -3.6972 1.1550 0.2966 0.6 -0.9 -0.6 -0.12
H -0.9176 0.1021 -1.5091 0.0 0.2 -0.1 0.30
H 0.5405 -1.3417 -0.7842 -0.3 -0.1 1.3 0.28
H 0.8093 -0.4659 0.7578 -0.6 0.8 0.0 0.33
```
Forces are in eV/Å.

[7]
DFT (the ωB97M-V functional and the def2-TZVPD basis) results for 2 unconnected molecules or ions with the total composition CH3ClOS2 in a non-equilibrium geometry.

Calculated values
M: 130.62 g/mol
E_HOMO (spin up / spin down): -9.67 / -9.63 eV
Maximum force: 2.9 eV Å⁻¹
DFT total energy: -37322.5231 eV
Gap between HOMO and LUMO (spin up / spin down): 9.939 / 7.164 eV
Expectation value of S²: 2.006
Multiplicity: 3

XYZ file:
```
8
Properties=species:S:1:pos:R:3:forces:R:3:lowdin_spin:R:1
C 0.6476 0.1102 -0.5509 2.7 -0.1 -1.2 0.01
O -1.1495 -1.6018 0.3476 0.4 0.3 -0.3 0.01
S -2.4931 1.8134 -0.4384 0.0 0.0 0.0 1.87
S -0.5448 -0.2976 0.6108 -2.2 -0.4 1.1 0.07
Cl 0.6904 -0.5147 2.2480 0.4 0.0 0.2 0.04
H 1.5016 -0.6077 -0.5493 -0.9 -0.1 -0.2 0.00
H 0.1522 0.1022 -1.5910 0.9 0.7 1.7 0.00
H 1.1956 0.9960 -0.0769 -1.3 -0.4 -1.4 0.00
```
Forces are in eV/Å.

[8]
DFT (the ωB97M-V functional and the def2-TZVPD basis) results for 2 unconnected molecules or ions with the total composition CH3ClS2 in a non-equilibrium geometry.

Calculated values
M: 114.62 g/mol
E_HOMO (spin up / spin down): -8.74 / -8.69 eV
Maximum force: 3.1 eV Å⁻¹
DFT total energy: -35274.9461 eV
Gap between HOMO and LUMO (spin up / spin down): 5.259 / 5.211 eV

XYZ file:
```
7
Properties=species:S:1:pos:R:3:forces:R:3:mulliken_charge:R:1
C 0.8035 0.5249 -0.4419 -1.4 -1.5 1.2 -0.69
S 1.1404 1.3993 1.0499 1.3 -0.7 0.8 -0.01
S 4.0701 -0.2772 0.9813 -1.3 0.9 -0.1 -0.06
Cl 4.2983 -0.3707 -1.0078 -0.2 0.0 0.2 -0.08
H 1.3109 -0.4738 -0.3457 -1.3 0.6 -0.3 0.24
H 1.3317 1.0478 -1.1382 1.3 1.3 -2.4 0.31
H -0.3055 0.5959 -0.7165 1.5 -0.6 0.5 0.30
```
Forces are in eV/Å.

[9]
DFT (the ωB97M-V functional and the def2-TZVPD basis) results for a molecular structure, CH3Co2FNO6P in a non-equilibrium geometry.

Calculated values
M: 292.87 g/mol
E_HOMO (spin up / spin down): -7.94 / -7.81 eV
Maximum force: 9.0 eV Å⁻¹
DFT total energy: -102117.9427 eV
Gap between HOMO and LUMO (spin up / spin down): 6.075 / 5.917 eV
Expectation value of S²: 12.017
Multiplicity: 7

XYZ file:
```
15
Properties=species:S:1:pos:R:3:forces:R:3:lowdin_spin:R:1
Co -0.6960 0.9014 0.3090 -0.5 0.4 -2.0 2.69
Co -0.6341 1.2523 -2.9293 -2.2 0.3 3.7 2.67
P -2.4276 2.3606 -1.1282 -0.5 7.5 -2.0 0.01
O -2.5101 1.5787 0.1632 -2.1 -2.1 2.6 0.11
O -0.9211 2.3433 -1.1425 8.8 -1.6 -0.7 0.24
O -2.5440 3.9430 -1.2125 -2.4 -4.1 0.6 0.06
O -2.5796 1.5990 -2.4682 -0.7 -1.4 -1.6 0.13
F -0.1063 -0.1731 -1.4674 0.0 0.7 -0.4 0.07
C 2.1959 -2.3760 1.0609 -0.7 -0.1 0.1 0.00
N 1.2852 -1.4585 1.8349 -1.5 0.2 3.0 0.00
O 0.9795 -1.7749 3.0148 1.0 0.8 -3.6 0.00
O 0.8431 -0.4301 1.2875 0.7 -1.1 0.3 0.01
H 2.1781 -3.3413 1.5670 0.1 0.3 0.1 0.00
H 3.2007 -1.9544 1.0338 -0.2 0.1 0.0 0.00
H 1.7363 -2.4699 0.0770 0.3 0.2 0.0 0.00
```
Forces are in eV/Å.

[10]
DFT (the ωB97M-V functional and the def2-TZVPD basis) results for 2 unconnected molecules or ions with the total composition CH3F2NS in a non-equilibrium geometry.

Calculated values
M: 99.11 g/mol
E_HOMO (spin up / spin down): -9.25 / -9.14 eV
Maximum force: 4.1 eV Å⁻¹
DFT total energy: -18840.2154 eV
Gap between HOMO and LUMO (spin up / spin down): 8.539 / 8.330 eV

XYZ file:
```
8
Properties=species:S:1:pos:R:3:forces:R:3:mulliken_charge:R:1
C 0.0774 0.0741 -1.4422 -0.4 3.6 0.2 -0.45
N 0.4640 -0.9868 -0.8059 1.3 -3.0 2.4 -0.33
F -1.0384 -0.3192 3.1610 0.7 -0.1 -0.5 -0.23
F 0.6939 0.6729 1.7154 -0.3 -0.4 0.2 -0.20
S -0.0454 -0.7498 1.9404 -0.4 0.5 0.3 0.40
H 0.3868 1.0851 -0.9308 0.7 -1.1 -0.9 0.23
H -0.9572 0.3149 -1.1727 -0.9 -0.5 -1.0 0.28
H 0.4189 -0.0913 -2.4652 -0.6 1.0 -0.7 0.30
```
Forces are in eV/Å.